33
Properties=species:S:1:pos:R:3 method="wB97M-V/def2-TZVPD" charge=-2 molar_mass_g_mol=351.3 orbital_gap_ev=5.7
C 1.685 1.763 1.483
C 2.246 2.322 0.282
C 2.934 1.271 -0.409
H 2.056 3.356 -0.093
C 2.798 0.057 0.343
C 2.025 0.361 1.526
H 1.599 -0.378 2.246
H 0.981 2.272 2.181
H 3.400 1.358 -1.418
H 3.064 -0.975 0.000
Sr 0.249 0.507 -0.238
Cl -1.458 2.205 0.561
C -1.041 0.365 -2.423
C 0.027 -0.592 -2.609
C 1.235 0.141 -2.868
H -0.044 -1.685 -2.386
C 0.923 1.543 -2.843
C -0.473 1.686 -2.565
H -0.999 2.643 -2.329
H -2.045 0.136 -1.976
H 2.251 -0.309 -2.953
H 1.650 2.381 -2.925
O -1.834 -2.326 -0.814
C -1.839 -1.982 0.353
C -2.661 -2.631 1.494
C -2.332 -1.833 2.736
C -1.327 -0.758 2.264
O -0.811 0.092 2.977
N -1.115 -0.956 0.915
H -3.727 -2.577 1.238
H -2.355 -3.682 1.585
H -3.214 -1.329 3.154
H -1.850 -2.446 3.510


31
Properties=species:S:1:pos:R:3 method="wB97M-V/def2-TZVPD" charge=-1 molar_mass_g_mol=274.2 orbital_gap_ev="5.8 / 7.5" multiplicity=5
C -0.684 0.595 -2.029
C 0.757 0.659 -2.073
C 1.164 1.654 -1.114
C -0.021 2.242 -0.559
C -1.155 1.612 -1.135
Co 0.390 0.026 -0.243
C 1.744 -1.396 -0.243
C 0.526 -1.833 -0.769
C 0.038 -2.834 -1.543
N -0.975 -0.920 0.212
H 2.185 1.927 -0.915
H 1.410 0.093 -2.729
H -0.051 3.034 0.178
H -2.202 1.841 -0.919
H -1.297 -0.018 -2.686
H 2.590 -1.135 -0.888
H -1.876 -1.378 0.419
H 2.053 -1.855 0.693
H 0.698 -3.624 -1.910
H -1.013 -2.842 -1.820
F 2.568 1.093 5.469
C 1.988 0.884 4.237
C 1.448 -0.359 3.933
C 0.899 -0.545 2.656
C 0.991 0.463 1.713
C 1.498 1.709 2.028
C 2.021 1.937 3.327
H 1.459 -1.160 4.662
H 0.426 -1.486 2.402
H 1.491 2.546 1.331
H 2.443 2.918 3.576